C35H33ClEuFN3O4 | ωB97M-V/def2-TZVPD

Geometry as ORCA input:
```
! RIJCOSX wB97M-V def2-TZVPD def2/J DEFGRID3
* xyz 0 8
Eu -0.2875 0.7753 1.1338
Cl -1.4078 0.8342 7.3809
F 2.0151 1.4000 0.6644
O -2.0065 3.5992 7.2502
O -0.7781 3.0775 1.5791
O -0.8269 4.7617 3.0527
O -1.4993 5.0054 5.6247
N -0.8368 1.1903 3.6191
N 0.7288 -0.5104 -0.9012
N -1.1383 0.4426 4.7518
C -0.8944 3.5253 2.7887
C -0.0303 -2.9671 3.6918
C 1.5714 0.1228 -4.9365
C -1.5055 -2.8587 -2.5941
C 0.2070 -1.2752 -1.9301
C -2.4795 -0.2102 -0.5483
C -1.7661 3.8198 6.0548
C 4.0458 0.0013 0.7962
C 2.6735 -1.9611 -0.6052
C 3.3586 -1.5325 -3.8876
C -1.1940 3.7067 -2.0357
C -2.0741 -1.7751 5.2311
C -2.1275 -3.1097 4.8626
C -1.0879 3.5942 -4.4301
C 3.9682 -2.1403 -0.1706
C -1.7861 3.3883 -3.2455
C 0.8474 -1.5639 -3.2345
C -1.5111 1.3216 5.7771
C -2.8338 -2.7483 -0.0159
C 2.0874 -0.6778 -0.4554
C -1.8089 -1.5997 -0.4325
C -1.0096 2.4766 3.8851
C -1.5110 2.6280 5.2278
C 2.7837 0.2567 0.3207
C -0.8854 -3.1055 -3.7540
C -1.0757 -3.7647 4.1614
C -1.0459 -1.9303 -1.7015
C 0.1925 4.0415 -1.9484
C 0.3677 -2.5617 -4.0134
C 0.9175 4.1641 -3.0977
C 2.0336 -0.7047 -3.7170
C 0.2585 3.9235 -4.3247
C -1.0469 -0.9539 4.6672
C -0.0845 -1.5434 3.8737
C 4.6103 -1.1884 0.5491
H 3.0859 -2.4979 -4.3571
H 0.8454 3.9491 -5.1922
H 4.5326 0.6815 1.4006
H -3.3018 -2.5033 0.9343
H -3.5733 -2.9935 -0.8157
H 2.1779 0.0363 -2.9066
H 2.3619 0.7058 -5.4067
H 5.5945 -1.2711 0.9304
H -3.0181 -0.2275 -1.4868
H 1.1642 -0.4119 -5.8005
H 0.7329 4.2644 -0.9513
H 2.0239 4.3651 -3.0382
H -1.5671 3.5879 -5.3538
H 0.9179 -2.8942 -4.9598
H -1.7810 3.5270 -1.0846
H -2.3047 -3.7278 0.1520
H -1.8335 0.6802 -0.6000
H 4.0431 -1.0427 -4.5404
H 0.8558 -3.4845 3.3549
H 3.9570 -1.6279 -2.9488
H -1.1106 -4.8405 3.9357
H -2.7615 -1.2457 5.9027
H -3.1931 -0.1363 0.2593
H -1.3486 -3.7146 -4.5485
H 2.1028 -2.7111 -1.1315
H 0.7570 0.7605 -4.5705
H -2.9547 -3.7500 5.1361
H -1.2370 4.9617 4.6112
H -1.1438 -1.5008 0.4709
H -2.4795 -3.3927 -2.3112
H 4.3908 -3.1841 -0.2529
H 0.7765 -0.9052 3.5530
H -2.8397 3.1696 -3.3482
*
```

Output
Orbital gap (spin up / spin down): 6.15 / 6.19 eV



C35H33ClN4NiS2Si2 | ωB97M-V/def2-TZVPD

Geometry as ORCA input:
```
! RIJCOSX wB97M-V def2-TZVPD def2/J DEFGRID3
* xyz 0 3
Ni 0.6854 0.1136 -0.8202
Cl 3.0028 0.3009 -4.3861
S -0.0126 3.6649 1.8767
S 3.6063 -1.6329 1.9992
Si 0.9175 0.2883 -4.0241
Si 2.0425 0.2733 -6.5751
N -1.1036 3.0962 -0.5274
N 0.7285 1.7932 0.2407
N 2.7433 -2.4916 -0.4252
N 2.1971 -0.3146 0.2975
C -1.8569 -2.4617 -5.3188
C 0.6312 3.0508 -4.4772
C -0.9028 2.7409 -8.1264
C 3.0947 -0.0438 2.4280
C 0.4803 -2.4034 -9.3472
C -0.2244 1.7545 -7.4194
C 0.7501 -3.6468 -8.7834
C -2.1325 3.0235 -4.0902
C 1.1777 3.4723 -9.1101
C 0.8820 -1.2334 -8.7047
C 0.5493 -2.5005 -3.9134
C -0.4444 -1.4871 0.9565
C 2.3655 0.5329 1.4088
C 1.5617 1.7014 1.3791
C -0.1378 4.1748 -4.7835
C -1.8223 0.1427 0.1191
C 1.2684 2.6267 2.3545
C -1.2920 -0.4217 1.3062
C -1.2238 -1.2529 -5.0190
C 1.8966 -2.5530 -6.9425
C -0.1177 -3.6857 -4.1975
C -1.3102 -3.6819 -4.9197
C -1.3070 -0.5845 -1.0019
C -0.4343 -1.6132 -0.4765
C -0.0032 -1.2715 -4.3231
C 1.1753 1.6574 -7.4838
C -0.1475 2.8022 0.3584
C -0.2078 3.5805 -8.9968
C -0.0084 1.8591 -4.0913
C 1.5541 -1.2912 -7.4628
C 2.8005 -1.4905 0.4708
C 1.4449 -3.7149 -7.5765
C -1.3897 1.8847 -3.8082
C -1.5231 4.1634 -4.6103
C 1.8843 2.5440 -8.3303
H -1.7954 -4.6173 -5.2027
H -1.6427 -0.5185 -2.0392
H 0.3228 -4.6367 -3.8861
H -1.8825 0.9923 -3.3958
H -1.1704 2.6407 -1.4235
H 0.3538 5.0570 -5.1883
H 2.4869 -2.6154 -6.0313
H 1.6369 -4.6803 -7.1041
H -1.9807 2.8341 -7.9961
H 0.0581 -2.1644 1.6516
H -1.7072 3.8823 -0.2993
H -0.7793 1.0650 -6.7681
H 0.6666 -0.2553 -9.1588
H 1.7208 4.1189 -9.8024
H -3.2102 3.0065 -3.9243
H 3.4977 0.4300 -6.8531
H 2.9691 2.4684 -8.3737
H -1.5835 -0.1391 2.3228
H -0.7563 4.3210 -9.5823
H -0.0340 -2.4448 -1.0630
H 1.5255 -2.5276 -3.4156
H -0.0639 -2.3309 -10.2914
H -2.1209 5.0279 -4.9035
H -1.6590 -0.3114 -5.3492
H 2.3263 -2.3568 -1.3451
H 3.2283 -3.3574 -0.1917
H 1.1873 0.2220 -2.4881
H 1.7176 3.0760 -4.5953
H -2.7842 -2.4315 -5.8894
H 3.2839 0.4185 3.3831
H 1.7641 2.6631 3.3122
H -2.6115 0.8955 0.0794
H 0.4113 -4.5628 -9.2713
*
```

Output
Orbital gap (spin up / spin down): 6.45 / 4.75 eV



C35H33N2O3RuS3SbSe4 | ωB97M-V/def2-TZVPD

Geometry as ORCA input:
```
! RIJCOSX wB97M-V def2-TZVPD def2/J DEFGRID3
* xyz -1 2
Sb -4.5880 -1.7995 -1.7180
Ru -1.2652 0.1700 -0.7510
Se -5.6396 -0.8382 -3.7513
Se -2.0929 -1.5082 -2.1326
Se -5.6238 -0.7448 0.2585
Se -4.9804 -4.1894 -1.8638
S 2.1106 0.1420 2.9258
S 0.3384 -3.2280 -0.5529
S 0.7687 2.6416 -3.9456
O -2.7069 -0.3081 0.9423
O 0.8242 -0.2306 2.2677
O 0.4637 -1.7366 -0.3361
N -1.3350 1.9528 0.7486
N 0.1676 0.8198 -2.2287
C -1.0115 -3.8252 0.4501
C -0.3458 1.7976 -2.9093
C -2.4057 1.4533 -1.7745
C 3.2130 -1.2721 2.7658
C -1.4303 -5.1406 0.2984
C -4.3628 2.7933 -2.3261
C -3.6563 3.4971 -3.3115
C 1.6763 -3.9757 0.4168
C 4.1490 2.9277 -0.0357
C 2.2759 1.5691 0.6282
C 2.3947 -0.2664 -1.9387
C 3.3989 1.6440 -3.7462
C -1.6571 -2.9511 1.3008
C -3.7597 1.7973 -1.5844
C 2.8690 2.4540 -0.2700
C -1.7797 2.6584 2.9711
C -2.2905 0.2991 2.1513
C -1.7343 2.1766 -2.7623
C -2.7566 -3.4002 2.0176
C -2.5102 -5.5883 1.0420
C 2.9831 1.1734 1.7498
C 2.0446 1.6063 -3.4082
C -0.7496 4.1606 1.4323
C 2.0126 -3.2805 1.7214
C 3.7379 -0.2291 -2.2667
C -2.3362 3.1803 -3.5304
C -3.1753 -4.7166 1.8956
C 1.5394 0.6753 -2.5017
C -0.8278 3.1549 0.4826
C 4.2594 1.6599 2.0085
C 4.2428 0.7239 -3.1613
C -1.7915 1.7005 1.9587
C 4.8467 2.5299 1.1026
C -1.2383 3.8993 2.7054
C 2.9062 -2.0728 1.5041
H 3.0791 -1.8387 3.6914
H 2.3211 2.7708 -1.1512
H -0.5048 3.3203 -0.5402
H -1.7733 3.6948 -4.3057
H -1.3092 -1.9328 1.3746
H 2.5154 -4.0072 2.3663
H 2.5411 -3.9881 -0.2552
H -1.4512 -0.2892 2.5273
H 1.2800 1.1696 0.4642
H 3.8589 -2.3861 1.0682
H 4.7920 1.3667 2.9089
H -0.3203 5.1198 1.1727
H 1.9826 -1.0016 -1.2667
H -0.9400 -5.7976 -0.4143
H 1.3461 -5.0006 0.5862
H 2.4049 -1.4293 0.7755
H 4.4117 -0.9529 -1.8236
H 5.3009 0.7434 -3.3937
H -2.1783 2.4125 3.9480
H -4.0439 -5.0595 2.4445
H 4.6091 3.6139 -0.7365
H -3.6760 -0.1058 0.7437
H -2.8585 -6.6069 0.9255
H -4.3582 1.2761 -0.8489
H -4.1404 4.2697 -3.8961
H 5.8457 2.9050 1.2864
H -5.4089 3.0200 -2.1464
H 4.2301 -0.8789 2.7455
H -3.0883 0.2728 2.8978
H 1.1004 -2.9686 2.2385
H 3.7737 2.3794 -4.4472
H -1.2084 4.6618 3.4764
H -3.3047 -2.7094 2.6451
*
```

Output
Orbital gap (spin up / spin down): 5.12 / 4.30 eV



C35H33N3O7P2PtS | ωB97M-V/def2-TZVPD

Geometry as ORCA input:
```
! RIJCOSX wB97M-V def2-TZVPD def2/J DEFGRID3
* xyz 2 5
Pt 1.4098 -0.8597 0.8931
S 2.5212 -1.8715 -2.4776
P -1.4675 -0.4159 -0.8688
P -1.3323 0.3177 2.0444
O 3.7014 -1.6342 4.2033
O 2.4114 -1.8432 2.3627
O -0.1978 -1.2456 -0.4716
O 1.8469 0.3524 -0.7849
O 2.6204 2.4043 -1.2650
O 6.1148 2.7819 2.5237
O 0.1717 0.5141 1.9654
N 2.4826 0.1647 -4.0700
N 3.0942 0.3803 1.4718
N 4.5738 -0.8360 -3.9212
C -2.5440 -3.6105 3.7619
C -2.7125 -1.5996 -1.3009
C 5.4153 -1.8963 -3.4188
C -0.3265 2.6539 -3.2925
C -1.1877 -3.2748 3.7870
C -1.7770 -1.3133 2.5626
C -3.2501 1.2055 3.7581
C -2.0337 1.5531 3.1267
C 4.3465 2.2880 1.1115
C -2.5181 -2.9727 -1.1301
C -0.6352 2.1856 -4.5418
C -2.0746 0.6702 0.4722
C -3.9555 -1.0627 -1.5915
C -5.0159 -1.9507 -1.8151
C -1.5025 2.8311 3.1532
C 3.7867 0.0589 2.5251
C -4.8271 -3.3155 -1.7299
C 3.2976 -1.2204 3.1591
C 4.8117 0.8554 2.9908
C 2.5795 1.4106 -0.5802
C -1.2974 0.9518 -4.6754
C -3.4800 -2.9754 2.9564
C 3.3619 1.4207 0.7203
C -1.5762 0.2191 -3.5523
C -0.5484 1.8801 -2.1534
C 5.1109 2.0003 2.2506
C -1.2328 0.6857 -2.3059
C 2.9681 1.4484 -4.6101
C 3.2913 -0.7331 -3.5445
C -3.6022 -3.8256 -1.3237
C -3.3739 3.4829 4.4728
C -2.1407 3.7768 3.9248
C -0.7595 -2.0887 3.1487
C -3.0779 -1.8025 2.3906
C -3.9365 2.2113 4.3615
H -6.0000 -1.5634 -1.9656
H 4.9199 -2.8729 -3.5680
H -4.9581 2.0676 4.6315
H 5.1448 0.6691 3.9828
H 4.8492 -0.1571 -4.5990
H 6.4966 2.4529 3.3472
H -2.8037 -4.5501 4.1994
H -3.6744 0.1950 3.6827
H 2.0536 1.9452 -4.9705
H -3.9440 4.3003 4.9540
H -0.4149 -3.8412 4.2141
H 1.4659 -0.0328 -3.9851
H 0.2375 -1.7727 3.3140
H -1.8839 1.6871 0.1291
H -2.1974 -0.6919 -3.6423
H -0.5700 3.1347 2.7039
H 0.2045 3.5837 -3.1906
H -3.4713 -4.9221 -1.2185
H 6.3367 -1.9757 -4.0630
H -0.3314 2.3107 -1.1874
H -3.1560 0.6576 0.6348
H -3.8474 -1.2743 1.7991
H -0.3377 2.8400 -5.3525
H -5.6791 -4.0062 -1.9196
H 3.7098 1.1961 -5.3426
H 4.5315 3.1219 0.4104
H -1.6791 4.7763 3.9987
H 3.3851 2.0864 -3.8199
H -4.4869 -3.2867 2.7846
H -4.1396 -0.0267 -1.5970
H 5.7407 -1.7184 -2.4194
H -1.5257 0.6035 -5.7235
H -1.5092 -3.2931 -0.8951
*
```

Output
Orbital gap (spin up / spin down): 9.09 / 5.93 eV



C35H34BN6O15 | ωB97M-V/def2-TZVPD

Geometry as ORCA input:
```
! RIJCOSX wB97M-V def2-TZVPD def2/J DEFGRID3
* xyz -1 1
O -0.7090 5.6500 2.3883
O 4.1308 -2.8317 -1.0439
O -1.2314 3.8176 1.3914
O 9.4813 -6.2465 -2.0394
O -3.0647 -4.0482 0.4000
O 5.2132 0.5253 1.7617
O 9.3014 -4.2733 -2.7380
O 8.1701 -2.8808 -0.6604
O -2.1820 -7.6811 -5.1671
O -1.8128 -2.3029 0.4521
O 4.5022 -1.3423 2.5635
O -5.1939 8.4678 4.6145
O -6.8872 7.2396 5.1071
O -1.9178 -6.8636 -3.1916
O 8.7775 -2.0542 -2.8161
N -2.1513 -6.7591 -4.3778
N -6.3123 8.0454 4.4021
N -1.4448 4.7053 2.1935
N 4.3338 -0.2173 2.1426
N -1.9977 -3.4853 0.2358
N 10.0487 -5.2094 -2.1172
C -2.4068 -5.3978 -4.8880
C -8.2938 8.0770 2.9490
C 5.1837 -2.6792 -0.0643
C -2.5764 -3.0616 -4.4797
C 1.2441 -5.7785 -1.1645
C -8.9393 8.5264 1.8083
C 1.9231 -0.5581 2.4956
C -2.6862 4.6227 2.9860
C -6.3576 9.4163 2.3639
C -1.0695 -5.6252 -0.5331
C -3.5201 3.5349 2.8005
C 5.4219 -3.3879 -1.3308
C -4.6787 3.4573 3.5566
C 1.3942 1.9905 1.4990
C -2.9584 -3.9484 -6.6881
C -7.0152 9.8550 1.2258
C 1.4314 -4.4270 -0.8915
C 6.2706 -2.7693 -2.4149
C 9.5436 -2.7308 -0.8187
C 0.3534 1.1758 1.9261
C 0.0015 -6.3752 -0.9931
C -2.7118 -5.2312 -6.2256
C -4.9825 4.4570 4.4721
C 0.6192 -0.0953 2.4203
C -2.9675 5.6311 3.8890
C -8.3010 9.4102 0.9481
C 9.7158 -2.8936 -2.3216
C -4.1309 5.5419 4.6373
C -2.8927 -2.8679 -5.8177
C -0.8635 -4.2845 -0.2601
C -2.3301 -4.3388 -4.0019
C -7.0128 8.5320 3.2006
C 2.7038 1.5388 1.5671
C 2.9413 0.2731 2.0679
C 0.3648 -3.6682 -0.4344
B 7.6032 -2.0760 -1.7877
H -3.0870 -1.8688 -6.1849
H -5.8880 4.3955 5.0614
H 10.7173 -2.7029 -2.7205
H 3.5296 2.1503 1.2357
H -2.0447 -6.0667 -0.3961
H 1.1824 2.9770 1.1111
H 5.4865 -1.6458 0.0271
H 2.1528 -1.5447 2.8690
H 5.0667 -3.3215 0.8004
H -6.5201 10.5428 0.5542
H 5.6294 -2.0508 -2.9318
H 2.3996 -3.9537 -1.0259
H 0.4865 -2.6174 -0.2161
H 10.1435 -3.3852 -0.1787
H -5.3575 9.7473 2.5996
H -9.9411 8.1825 1.5901
H -0.1926 -0.7323 2.7459
H -0.6661 1.5296 1.8705
H -4.3730 6.3171 5.3486
H 2.0797 -6.3682 -1.5193
H -3.2655 2.7709 2.0813
H 6.5761 -3.5807 -3.0824
H 9.8584 -1.6877 -0.6309
H 5.4808 -4.4758 -1.2338
H -5.3434 2.6136 3.4293
H -2.7531 -6.0865 -6.8831
H -0.1387 -7.4227 -1.2192
H -8.7685 7.3875 3.6305
H -8.8075 9.7526 0.0554
H 7.3734 -0.8954 -1.4858
H -3.2012 -3.7932 -7.7306
H -2.5192 -2.2192 -3.8039
H -2.0788 -4.5139 -2.9658
H -2.2916 6.4656 4.0000
*
```

Output
Orbital gap: 4.62 eV



C35H34ClFeNOSi2 | ωB97M-V/def2-TZVPD

Geometry as ORCA input:
```
! RIJCOSX wB97M-V def2-TZVPD def2/J DEFGRID3
* xyz 1 6
Fe -0.4770 -0.1711 3.5110
Cl 1.7493 0.3681 0.4300
Si -0.1739 0.0784 1.1548
Si 2.3923 0.1543 -3.9196
O 1.8388 -1.6124 3.8700
N 0.7815 0.7904 4.7362
C -1.6816 -2.0131 3.8301
C -1.6508 3.1077 -1.2514
C -2.5094 1.8029 1.0792
C 2.1577 -1.1967 5.2227
C 0.4017 3.8999 -5.9387
C -1.0810 -1.8001 5.1060
C 0.3518 2.0541 5.0485
C 0.7388 -1.3219 -5.7598
C -2.3546 -2.8066 -0.9013
C 2.2724 2.3439 -5.9360
C -1.8876 -1.5800 -0.4086
C 0.9576 2.7983 6.0579
C -2.4849 -0.0118 4.6965
C -0.7595 -1.5531 0.4202
C -3.3316 2.7507 0.4557
C 1.8330 -3.7945 -5.1134
C -2.5644 -0.9031 3.5711
C 0.5048 2.1064 -4.3133
C -1.7239 -4.0002 -0.5278
C 2.4388 0.9581 6.4822
C -0.6595 -3.9783 0.3840
C 2.0341 2.2671 6.7776
C -0.1526 3.2127 -4.8585
C 1.7954 -1.3672 -4.8346
C -1.5899 -0.5816 5.6387
C 0.6577 -3.7443 -5.8733
C -0.8225 2.1674 -0.6280
C 1.6114 3.4557 -6.4780
C -0.1860 -2.7539 0.8740
C 1.7799 0.2411 5.4795
C 0.1373 -2.5015 -6.2270
C 2.4275 -2.6190 -4.6514
C -1.2713 1.4643 0.5023
C 1.7274 1.6562 -4.8297
C -2.9132 3.3921 -0.7181
H -2.0845 -4.9510 -0.9255
H 0.1664 1.9438 -1.0456
H 3.2451 -1.2846 5.3921
H 3.2077 2.0147 -6.3914
H -0.4920 2.4555 4.4621
H 1.6045 -1.8524 5.9052
H 2.5208 2.8638 7.5542
H 3.8825 0.2511 -4.0131
H -0.4474 -2.4960 5.6466
H 0.6374 -2.7355 1.6011
H -2.3806 -0.6374 -0.6703
H 3.3902 -2.6682 -4.1390
H -0.1109 4.7692 -6.3493
H -0.7434 -2.4444 -6.8676
H 3.2698 0.4691 6.9947
H -1.1022 3.5296 -4.4284
H 2.0472 0.1291 -2.4646
H -3.2179 -2.8084 -1.5691
H 0.3692 -0.3632 -6.1287
H -2.8621 1.3087 1.9893
H -3.0410 0.9064 4.8349
H -1.5570 -2.8891 3.2038
H -1.2894 3.6020 -2.1533
H 0.0461 1.5809 -3.4706
H 0.1650 -4.6618 -6.1956
H 0.5547 3.7923 6.2395
H 2.0333 3.9964 -7.3278
H -4.3104 2.9791 0.8869
H -3.5645 4.1135 -1.2178
H -3.2485 -0.7919 2.7376
H 2.2748 -4.7654 -4.8887
H -0.1998 -4.9094 0.7261
H 2.3326 -1.0085 3.2745
H -1.4096 -0.1976 6.6383
*
```

Output
Orbital gap (spin up / spin down): 7.12 / 5.56 eV



Maximum force per entry: 0.073 0.063 0.035 0.055 0.019 0.044 hartree/bohr